[1]
# C4H6N2O2

An isolated molecule of C4H6N2O2 at a distorted geometry (wB97M-V/def2-TZVPD, OMol25).

Atoms and positions in Å:
O 2.94559 -0.55574 0.88233
O 2.17432 1.22112 -0.24967
N -0.11828 -0.78269 -0.62826
N -0.61984 0.11283 0.32960
C 1.14822 -0.86285 -0.74798
C 2.16733 -0.10606 0.09371
C -1.91665 -0.37107 0.75138
C -1.79958 0.70935 -0.22296
H -2.37971 -1.28217 0.40733
H 1.48116 -1.65182 -1.46542
H -2.02542 1.70970 0.13628
H -2.15732 -0.19454 1.79582
H -1.91967 0.52316 -1.24927
H 3.01987 1.53076 0.16712

The electronic energy comes out at -11317.83346 eV. Its SMILES is O=C(O)/C=N\N1CC1. For the energy relative to the best compared isomer or geometry (same formula, charge and spin), the calculation gives 74.0 kcal per mole. The spin multiplicity is 1.

Table of natural (NBO) atomic charges, one value per atom, all in e: -0.5571 -0.6728 -0.2430 -0.2962 -0.0110 0.7421 -0.2640 -0.2536 0.2130 0.2207 0.2062 0.2088 0.2131 0.4939

[2]
# C4H6N2O2

An isolated molecule of C4H6N2O2 at a distorted geometry (wB97M-V/def2-TZVPD, OMol25).

Atoms and positions in Å:
O -2.79259 -1.02145 0.00029
O -0.57815 -0.52361 -0.07034
N 1.49807 0.51951 -0.22706
N -0.61905 1.67119 -0.02528
C -1.87641 1.24954 0.09559
C 2.14509 -0.73462 0.14450
C 0.19279 0.60738 -0.13822
C -1.85430 -0.10823 0.04716
H 1.91972 -1.61601 -0.40490
H 3.20944 -0.61760 -0.25812
H 1.96728 1.38705 0.06084
H 2.04937 -1.00045 1.26552
H -2.64476 1.89997 0.18195
H -2.61649 -1.71267 -0.67194

The electronic energy comes out at -11318.95895 eV. Its SMILES is CNc1ncc(O)o1. For the energy relative to the best compared isomer or geometry (same formula, charge and spin), the calculation gives 48.0 kcal per mole. The spin multiplicity is 1.

Table of natural (NBO) atomic charges, one value per atom, all in e: -0.6671 -0.4542 -0.6111 -0.5286 -0.1699 -0.4270 0.6261 0.4939 0.2168 0.2142 0.4149 0.1940 0.2069 0.4913

Q: Look up the spin multiplicity of the second one.
A: 1

Q: Which of these has the lowest energy relative to the best compared isomer or geometry (same formula, charge and spin)?
A: number 2

Q: Which value of spin multiplicity does entry 1 give?
A: 1